Computed, not measured: a molecular structure, C6H6Cl2FP at a distorted geometry, with ωB97M-V with the def2-TZVPD basis set.

energy above the lowest of the compared OMol25 structures with the same formula, charge and spin	2.0871	eV
largest force on an atom	5.0	eV Å⁻¹
calculated total energy	-1593.78376	hartree
orbital gap	9.0179	eV

Positions of all 16 atoms, in Å:
Cl (3.293, -1.940, 0.275)
Cl (4.152, 1.029, 0.692)
C (1.550, 0.323, -0.585)
H (-1.116, 0.926, 1.510)
F (1.655, 1.826, -1.454)
C (-0.532, -0.873, -1.115)
C (-0.489, 0.440, 0.854)
C (0.977, 0.644, 0.763)
H (-2.263, -0.346, 0.092)
C (-1.217, -0.255, 0.012)
H (1.199, -0.743, -2.494)
H (-0.995, -1.460, -1.746)
H (1.428, -0.039, 1.414)
H (1.069, 1.647, 0.862)
P (3.393, -0.100, -0.669)
C (0.695, -0.455, -1.461)

Löwdin population analysis, charges in e, atoms 1 to 5: Cl 0.1724; Cl 0.2938; C -0.5319; H 0.0893; F -0.2521